1.
ORCA calculation (wB97M-V/def2-TZVPD) on a 5-piece molecular cluster, C33H49ClO10S4 overall in a non-equilibrium geometry.

Total charge: 0
SMILES: CC[C@@H](Cl)C1=CC(=O)C(Cc2ccccc2C)=CC1=O.O=S1(=O)CCCC1.O=S1(=O)CCCC1.O=S1(=O)CCCC1.O=S1(=O)CCCC1
Electronic energy in eV: -111352.2792
Max |F| in eV Å⁻¹: 1.1

Each line ends with the Mulliken charge.
Positions of all 97 atoms, in Å:
C: -2.56 0.03 6.62  -1.322
C: -1.91 0.95 5.57  0.010
C: -2.82 1.23 4.37  -0.149
Cl: -4.06 2.45 4.74  -0.246
C: -2.01 1.59 3.16  0.394
C: -2.27 1.15 1.93  -0.650
C: -1.35 1.55 0.84  0.204
O: -1.75 1.86 -0.25  -0.575
C: 0.09 1.62 1.24  0.729
C: 1.21 1.14 0.35  -1.229
C: 0.74 0.31 -0.82  0.901
C: 0.86 0.85 -2.11  -1.046
C: 0.44 0.14 -3.23  -1.007
C: -0.10 -1.13 -3.06  -0.702
C: -0.23 -1.67 -1.78  -1.264
C: 0.18 -0.96 -0.64  1.813
C: -0.06 -1.61 0.70  -0.902
C: 0.32 2.11 2.45  -0.498
C: -0.82 2.48 3.31  0.115
O: -0.81 3.42 4.06  -0.587
H: -1.88 -0.78 6.85  0.336
H: -2.82 0.57 7.52  0.333
H: -3.46 -0.42 6.20  0.355
H: -1.57 1.89 5.99  0.414
H: -1.05 0.42 5.16  -0.270
H: -3.30 0.28 4.14  0.655
H: -3.12 0.51 1.73  0.535
H: 1.85 1.95 0.02  0.674
H: 1.80 0.49 0.98  0.096
H: 1.29 1.84 -2.21  0.364
H: 0.53 0.59 -4.20  0.613
H: -0.42 -1.67 -3.93  0.553
H: -0.67 -2.65 -1.72  0.638
H: -1.15 -1.66 0.82  0.276
H: 0.33 -1.01 1.51  -0.661
H: 0.30 -2.64 0.73  0.636
H: 1.31 2.24 2.87  0.482
O: 1.75 -3.91 -2.69  -0.634
S: 0.86 -5.02 -2.91  1.338
O: -0.18 -5.34 -1.97  -0.744
C: 0.18 -4.90 -4.56  -0.207
C: 1.19 -5.64 -5.44  -0.662
C: 1.58 -6.91 -4.66  -0.634
C: 1.86 -6.49 -3.21  -0.777
H: 0.06 -3.86 -4.82  -0.049
H: -0.78 -5.41 -4.55  0.409
H: 0.77 -5.87 -6.41  0.378
H: 2.07 -5.01 -5.59  0.284
H: 0.74 -7.61 -4.68  0.304
H: 2.44 -7.40 -5.10  0.334
H: 1.59 -7.25 -2.49  0.350
H: 2.91 -6.21 -3.07  0.359
O: -4.96 8.41 2.80  -0.665
S: -4.93 7.40 3.83  1.143
O: -6.09 7.16 4.65  -0.679
C: -4.37 5.86 3.11  -0.537
C: -2.85 5.92 3.25  0.047
C: -2.58 6.45 4.66  -0.579
C: -3.49 7.67 4.87  -0.683
H: -4.71 5.80 2.08  0.477
H: -4.79 5.05 3.69  0.150
H: -2.41 4.94 3.10  -0.386
H: -2.43 6.60 2.51  0.367
H: -2.82 5.68 5.39  0.229
H: -1.53 6.72 4.80  0.412
H: -3.82 7.77 5.90  0.385
H: -3.02 8.59 4.54  0.339
O: 0.07 0.61 -6.41  -0.660
S: 0.68 -0.32 -7.31  1.208
O: 0.37 -1.73 -7.26  -0.695
C: 0.45 0.28 -8.98  -0.781
C: 1.66 1.17 -9.23  -0.566
C: 2.87 0.42 -8.65  -0.629
C: 2.46 -0.10 -7.26  -0.656
H: -0.50 0.80 -9.05  0.395
H: 0.45 -0.59 -9.65  0.339
H: 1.79 1.38 -10.29  0.353
H: 1.53 2.12 -8.71  0.293
H: 3.11 -0.43 -9.30  0.293
H: 3.75 1.05 -8.59  0.326
H: 2.93 -1.05 -7.02  0.388
H: 2.68 0.63 -6.48  0.367
O: 1.83 -0.49 3.21  -0.602
S: 1.63 -1.53 4.18  1.306
O: 0.34 -1.74 4.79  -0.796
C: 2.23 -3.08 3.51  -0.546
C: 3.70 -3.11 3.91  -0.639
C: 3.75 -2.62 5.36  -0.656
C: 2.88 -1.36 5.46  -0.796
H: 2.06 -3.10 2.44  0.185
H: 1.67 -3.88 3.99  0.399
H: 4.12 -4.10 3.80  0.417
H: 4.27 -2.43 3.27  0.269
H: 3.35 -3.39 6.02  0.296
H: 4.77 -2.41 5.68  0.338
H: 2.38 -1.26 6.42  0.370
H: 3.45 -0.46 5.24  0.394



2.
ORCA calculation (wB97M-V/def2-TZVPD) on C20H41Cu2O19 as an isolated structure in a non-equilibrium geometry.

Total charge: +1
Electronic energy in eV: -149577.2506
ΔE to the lowest compared entry with this formula, charge and spin in kJ/mol: 0.0
Max |F| in eV Å⁻¹: 3.2

Each line ends with the Mulliken charge.
Positions of all 82 atoms, in Å:
Cu: 1.49 3.50 0.04  0.403
Cu: 4.05 1.96 0.70  0.477
C: -0.34 0.55 -0.12  -0.120
C: 1.11 0.63 -0.57  -0.393
O: 2.01 1.46 0.09  -0.221
H: -0.85 1.50 -0.30  -0.012
H: -0.46 0.21 0.91  -0.162
H: -0.85 -0.22 -0.70  0.316
H: 1.10 0.78 -1.66  0.253
H: 1.44 -0.41 -0.46  0.103
C: 4.00 -4.94 -5.12  -0.660
O: 4.38 -4.07 -4.06  -0.356
C: 3.77 -2.88 -4.00  0.739
O: 2.87 -2.54 -4.71  -0.526
O: 4.34 -2.30 -2.93  -0.363
C: 3.69 -1.10 -2.53  -0.042
H: 4.10 -4.46 -6.10  0.304
H: 2.99 -5.31 -4.98  0.277
H: 4.70 -5.77 -5.21  0.254
H: 2.61 -1.24 -2.57  -0.241
H: 3.85 -0.24 -3.18  0.203
H: 4.06 -0.90 -1.53  0.272
C: -3.15 2.20 -0.04  -0.770
O: -4.16 3.17 0.24  -0.344
C: -4.94 2.93 1.29  0.822
O: -4.96 1.95 1.98  -0.577
O: -5.66 4.03 1.49  -0.346
C: -6.68 3.97 2.49  -0.640
H: -2.23 2.78 0.06  0.164
H: -3.13 1.99 -1.11  0.438
H: -3.20 1.25 0.47  0.408
H: -7.29 4.86 2.38  0.223
H: -6.17 3.98 3.45  0.292
H: -7.30 3.08 2.37  0.308
C: 7.82 0.22 -1.62  -0.657
O: 6.88 0.84 -2.53  -0.327
C: 5.86 1.46 -2.03  1.105
O: 5.63 1.63 -0.84  -0.601
O: 5.15 1.97 -3.01  -0.350
C: 3.88 2.55 -2.85  -0.159
H: 7.27 -0.49 -1.00  0.299
H: 8.16 1.01 -0.95  0.317
H: 8.58 -0.27 -2.20  0.224
H: 3.90 3.63 -3.00  0.367
H: 3.43 2.39 -1.87  -0.182
H: 3.23 2.14 -3.62  0.322
C: -1.14 1.71 3.14  -0.074
O: -1.55 2.99 3.64  -0.320
C: -1.29 4.03 2.89  0.724
O: -0.58 4.06 1.90  -0.406
O: -1.89 5.09 3.39  -0.325
C: -1.39 6.40 3.17  -0.736
H: -1.77 1.51 2.28  -0.103
H: -1.25 0.88 3.84  0.265
H: -0.07 1.74 2.91  0.214
H: -0.32 6.45 3.38  0.332
H: -1.80 7.04 3.95  0.259
H: -1.72 6.84 2.24  0.301
C: 0.71 -3.11 -2.30  -0.830
O: -0.53 -3.25 -1.66  -0.222
C: -1.30 -4.33 -1.79  0.695
O: -1.13 -5.29 -2.49  -0.572
O: -2.48 -4.02 -1.25  -0.220
C: -3.60 -4.89 -1.34  -0.754
H: 1.16 -4.02 -2.68  0.414
H: 1.36 -2.66 -1.54  0.285
H: 0.72 -2.34 -3.07  0.337
H: -3.86 -5.25 -2.33  0.351
H: -4.39 -4.20 -1.04  0.246
H: -3.56 -5.74 -0.67  0.311
C: -3.47 -2.03 5.99  -0.583
O: -3.62 -2.65 4.69  -0.382
C: -2.72 -2.33 3.78  0.910
O: -1.71 -1.71 4.01  -0.634
O: -3.12 -2.72 2.59  -0.353
C: -2.30 -2.54 1.45  -0.582
H: -3.69 -0.98 5.79  0.268
H: -2.44 -2.15 6.29  0.287
H: -4.22 -2.44 6.64  0.216
H: -2.77 -2.10 0.58  0.307
H: -1.82 -3.51 1.29  0.277
H: -1.42 -1.96 1.77  0.259



3.
ORCA calculation (wB97M-V/def2-TZVPD) on C21H23N2O2SV as an isolated structure.

Total charge: +3
Electronic energy in eV: -65722.1047
ΔE to the lowest compared entry with this formula, charge and spin in kJ/mol: 0.0
Multiplicity: 2
Max |F| in eV Å⁻¹: 0.3

Each line ends with the Mulliken charge.
Positions of all 50 atoms, in Å:
V: -0.46 0.03 0.58  0.338
C: 2.84 1.27 -1.80  -0.771
C: 2.33 2.44 -2.37  -0.478
C: 1.04 2.85 -2.08  -0.736
C: 0.27 2.10 -1.21  1.141
N: 0.79 0.96 -0.65  0.238
C: 2.04 0.56 -0.94  -0.378
C: -1.12 2.36 -0.80  0.407
C: -1.87 3.45 -1.21  -0.639
C: -3.19 3.58 -0.78  -0.733
C: -3.77 2.63 0.06  -0.712
C: -3.03 1.53 0.48  -0.214
C: -1.71 1.41 0.05  0.957
H: 3.85 0.94 -2.01  0.495
H: 2.94 3.02 -3.04  0.491
H: 0.64 3.75 -2.52  0.490
H: 2.38 -0.36 -0.47  0.575
H: -1.45 4.20 -1.87  0.448
H: -3.77 4.43 -1.10  0.456
H: -4.80 2.75 0.37  0.472
H: -3.50 0.79 1.12  0.479
C: -2.29 -3.72 -0.66  -1.115
S: -1.47 -2.35 -1.43  0.364
O: -1.05 -1.50 -0.11  -0.563
C: 0.02 -2.99 -2.04  0.722
C: 0.33 -2.61 -3.35  -0.234
C: 1.45 -3.14 -3.95  -0.738
C: 2.25 -4.03 -3.25  -0.421
C: 1.95 -4.40 -1.94  -0.822
C: 0.82 -3.89 -1.32  -0.238
H: -1.64 -4.20 0.07  0.373
H: -2.54 -4.41 -1.47  0.452
H: -3.20 -3.34 -0.20  0.465
H: -0.32 -1.93 -3.89  0.463
H: 1.69 -2.88 -4.97  0.453
H: 3.13 -4.46 -3.73  0.462
H: 2.58 -5.10 -1.41  0.451
H: 0.57 -4.19 -0.31  0.293
C: 1.52 2.04 3.91  -0.808
N: 0.50 1.10 4.39  0.133
C: 0.31 1.04 5.85  -0.768
C: -0.19 0.34 3.61  0.253
O: -0.04 0.33 2.32  -0.782
H: 1.37 2.99 4.42  0.342
H: 1.43 2.18 2.84  0.212
H: 2.50 1.65 4.16  0.356
H: -0.02 2.02 6.20  0.347
H: 1.26 0.79 6.31  0.346
H: -0.44 0.29 6.10  0.298
H: -0.92 -0.33 4.06  0.376



Which of these has the lowest max |F|? C21H23N2O2SV